No. 1
The following is a quantum chemistry calculation of the ion C19H31FNO4 with charge +1 in a non-equilibrium geometry, from OMol25.

The charge is +1. The strongest force on any atom is 9.33 eV/A. The total energy is -32578.259 eV. Its energy above the lowest of the compared OMol25 structures with the same formula, charge and spin is 343.6 kcal/mol. Its SMILES is CCCCCCCCC[n+]1ccc(C(=O)OOCCOCC)c(F)c1. Its spin multiplicity is 1.

Last column: natural (NBO) charge in e.
CARTESIAN COORDINATES (ANGSTROEM)
C 3.105 -1.240 2.403  -0.65
C 4.259 -0.168 1.948  -0.43
C 3.695 1.268 1.392  -0.41
C 3.037 1.189 -0.128  -0.43
C 4.196 0.574 -1.109  -0.43
C 3.862 0.640 -2.713  -0.43
C 2.669 1.680 -3.137  -0.43
C 1.144 1.113 -2.948  -0.44
C 0.893 -0.415 -3.485  -0.25
N 0.345 -1.209 -2.300  -0.34
C 1.195 -1.871 -1.226  0.08
C 0.510 -2.676 0.062  -0.17
C -1.156 -2.747 0.195  -0.06
C -1.950 -3.465 1.437  0.70
O -1.864 -4.745 1.808  -0.47
O -2.828 -2.593 2.261  -0.20
O -2.549 -1.334 2.075  -0.26
C -3.827 -0.612 1.976  -0.15
C -3.788 0.753 1.068  -0.11
O -4.008 1.995 1.848  -0.55
C -5.324 2.589 1.564  -0.08
C -6.514 1.939 2.543  -0.67
C -2.006 -2.039 -1.019  0.41
F -3.508 -2.047 -1.081  -0.31
C -1.194 -1.282 -2.227  0.02
H 3.330 -2.343 2.007  0.20
H 3.142 -1.337 3.592  0.24
H 2.017 -0.922 2.071  0.20
H 5.002 -0.719 1.232  0.21
H 4.884 0.082 2.933  0.23
H 4.621 2.016 1.302  0.22
H 2.906 1.784 2.120  0.23
H 2.663 2.263 -0.407  0.22
H 2.071 0.506 -0.028  0.18
H 5.207 1.112 -0.820  0.24
H 4.356 -0.579 -0.845  0.20
H 3.726 -0.460 -3.089  0.19
H 4.854 1.041 -3.241  0.24
H 2.789 2.696 -2.550  0.24
H 2.835 1.954 -4.285  0.23
H 0.414 1.836 -3.544  0.24
H 0.799 1.199 -1.810  0.23
H 0.024 -0.379 -4.303  0.25
H 1.807 -0.917 -4.016  0.27
H 2.373 -1.810 -1.307  0.29
H 1.177 -3.167 0.910  0.31
H -4.121 -0.294 3.083  0.23
H -4.641 -1.330 1.498  0.22
H -2.760 0.909 0.493  0.19
H -4.618 0.637 0.226  0.20
H -5.645 2.552 0.430  0.18
H -5.282 3.733 1.856  0.21
H -7.344 2.742 2.787  0.23
H -6.067 1.584 3.584  0.23
H -7.058 1.064 1.978  0.21
H -1.855 -0.750 -3.065  0.29

No. 2
The following is a quantum chemistry calculation of a structure of composition C30H30N7NiO4S2 in a non-equilibrium geometry, from OMol25.

The charge is -1. The strongest force on any atom is 2.19 eV/A. The total energy is -112934.844 eV. Its energy above the lowest of the compared OMol25 structures with the same formula, charge and spin is 0.0 kcal/mol. Its spin multiplicity is 3.

Last column: Mulliken spin population.
CARTESIAN COORDINATES (ANGSTROEM)
Ni 0.117 -0.196 0.081  1.75
C -2.444 0.208 2.081  0.01
N -1.053 0.061 1.799  0.01
C -0.217 0.372 2.738  0.00
C 1.171 0.301 2.576  0.01
C 2.151 0.604 3.496  0.00
C 3.367 0.477 2.810  0.01
C 3.041 0.117 1.495  0.00
N 1.691 0.051 1.362  0.02
C -3.192 -1.076 2.413  0.00
C -2.508 -2.296 2.354  0.01
C -3.238 -3.470 2.607  0.00
C -4.594 -3.421 2.845  0.00
C -5.241 -2.172 2.922  0.00
C -4.529 -1.014 2.684  0.00
H -2.973 0.758 1.301  0.00
H -2.575 0.920 2.938  0.00
H -0.582 0.716 3.713  0.01
H 1.904 1.015 4.447  0.00
H 4.317 0.763 3.171  0.00
H 3.720 0.153 0.631  0.00
H -1.473 -2.286 2.122  0.00
H -2.724 -4.425 2.568  0.00
H -5.177 -4.325 2.971  0.00
H -6.319 -2.146 3.066  0.00
H -5.069 -0.059 2.700  0.00
N 4.837 5.639 0.277  0.00
C 3.553 5.112 0.084  0.00
C 3.212 3.883 0.624  0.00
C 1.963 3.335 0.520  0.00
C 0.939 4.079 -0.092  0.00
C 1.240 5.317 -0.683  0.00
C 2.546 5.821 -0.589  0.00
S -0.689 3.388 -0.036  0.01
O -0.974 3.263 1.349  0.00
O -1.600 4.184 -0.804  0.00
N -0.417 1.911 -0.618  0.03
C -0.567 1.448 -1.862  0.01
N -0.912 2.151 -2.944  0.00
C -1.043 1.467 -4.100  0.01
C -0.873 0.111 -4.204  0.00
C -0.367 -0.497 -3.087  0.01
N -0.223 0.124 -1.939  0.00
H 5.554 4.928 0.250  0.00
H 5.062 6.283 -0.467  0.00
H 3.969 3.292 1.111  0.00
H 1.836 2.346 0.919  0.00
H 0.472 5.828 -1.228  0.00
H 2.798 6.739 -1.071  0.00
H -1.223 2.118 -4.974  0.00
H -1.007 -0.345 -5.176  0.00
H -0.036 -1.552 -3.024  0.00
S 0.323 -2.509 -0.145  0.10
C -1.196 -3.316 -0.415  0.00
C -1.272 -4.700 -0.411  0.00
C -2.476 -5.331 -0.647  0.00
C -3.648 -4.636 -0.810  0.00
C -3.583 -3.242 -0.815  0.00
C -2.385 -2.577 -0.614  0.01
H -0.368 -5.248 -0.231  0.00
H -2.411 -6.404 -0.778  0.00
H -4.574 -5.140 -1.149  0.00
H -4.447 -2.684 -1.075  0.00
H -2.387 -1.502 -0.807  0.00
N 2.988 -2.449 -2.289  0.00
C 3.379 -1.115 -1.792  0.00
C 3.421 -0.128 -2.933  0.00
O 3.432 -0.725 -4.123  0.00
O 3.446 1.071 -2.771  0.00
H 2.090 -2.696 -1.889  0.00
H 3.691 -3.109 -2.011  0.00
H 3.210 -1.699 -3.951  0.00
H 4.429 -1.126 -1.471  0.00
H 2.717 -0.735 -0.998  0.00

No. 3
The following is a quantum chemistry calculation of a structure of composition C36H58As3N6O2PrS2 in a non-equilibrium geometry, from OMol25.

The charge is +2. The strongest force on any atom is 2.65 eV/A. The total energy is -269552.258 eV. Its spin multiplicity is 3.

Last column: Mulliken spin population.
CARTESIAN COORDINATES (ANGSTROEM)
Pr -0.771 1.396 -0.339  1.99
C -0.077 1.262 4.835  0.00
As -0.283 0.106 3.235  0.00
C -1.755 -1.057 4.012  0.00
C 1.081 -1.308 3.748  0.00
C 2.501 -1.291 3.187  0.00
C 2.918 0.146 2.857  0.00
C 2.578 -2.144 1.932  0.00
As 1.356 -1.571 0.485  0.00
C 0.382 -3.350 0.540  0.00
C 2.635 -2.129 -1.001  0.00
C 3.485 -1.772 4.285  0.00
As 3.853 -3.659 4.837  0.00
C 4.921 -4.295 3.292  0.00
C 2.217 -4.752 4.601  0.00
H -0.453 0.679 5.682  0.00
H -0.662 2.185 4.651  0.00
H 0.995 1.492 4.989  0.00
H -1.493 -1.268 5.076  0.00
H -1.794 -1.997 3.461  0.00
H -2.726 -0.592 3.903  0.00
H 0.531 -2.278 3.543  0.00
H 1.017 -1.176 4.842  0.00
H 2.206 0.675 2.249  0.00
H 3.864 0.140 2.333  0.00
H 3.002 0.748 3.773  0.00
H 2.386 -3.191 2.146  0.00
H 3.576 -2.098 1.513  0.00
H 1.098 -4.117 0.249  0.00
H -0.489 -3.347 -0.120  0.00
H -0.006 -3.502 1.562  0.00
H 2.937 -3.193 -0.928  0.00
H 3.571 -1.593 -0.923  0.00
H 2.217 -1.990 -1.999  0.00
H 3.209 -1.366 5.262  0.00
H 4.525 -1.424 4.099  0.00
H 5.594 -3.490 2.954  0.00
H 4.294 -4.620 2.460  0.00
H 5.581 -5.131 3.638  0.00
H 1.457 -4.216 5.208  0.00
H 2.496 -5.718 5.058  0.00
H 1.921 -4.904 3.563  0.00
C -5.713 2.068 -0.243  0.00
O -5.201 0.877 0.459  0.00
C -3.899 0.715 0.355  0.00
O -3.157 1.577 -0.169  0.01
N -3.445 -0.526 0.697  0.00
N -2.173 -0.882 0.052  0.00
H -5.971 1.755 -1.245  0.00
H -4.973 2.873 -0.223  0.00
H -6.643 2.318 0.274  0.00
H -4.131 -1.276 0.868  0.00
H -2.347 -1.510 -0.763  0.00
H -1.747 -1.501 0.759  0.00
C 1.336 -0.390 -6.173  0.00
C 1.135 -0.392 -4.662  0.00
C -0.019 -1.224 -4.219  0.00
C 0.002 -2.545 -4.676  0.00
C -1.036 -3.423 -4.402  0.00
C -2.231 -2.922 -3.877  0.00
C -2.320 -1.576 -3.494  0.00
C -3.722 -1.060 -3.232  0.00
C -4.707 -1.255 -4.386  0.00
C -1.171 -0.731 -3.523  0.01
N -1.203 0.520 -2.859  0.00
C -1.212 1.612 -3.613  0.01
C -1.154 2.908 -3.053  0.00
C -1.046 4.083 -3.888  0.00
C -0.981 5.157 -3.021  0.00
C -1.070 4.630 -1.731  0.00
N -1.117 3.282 -1.728  0.00
H 2.168 0.265 -6.444  0.00
H 0.486 -0.004 -6.773  0.00
H 1.535 -1.399 -6.566  0.00
H 0.958 0.620 -4.274  0.00
H 2.072 -0.736 -4.177  0.00
H 0.886 -2.895 -5.169  0.00
H -0.892 -4.477 -4.600  0.00
H -3.058 -3.602 -3.744  0.00
H -3.691 0.005 -3.017  0.00
H -4.095 -1.588 -2.320  0.00
H -4.235 -1.090 -5.363  0.00
H -5.551 -0.578 -4.304  0.00
H -5.172 -2.244 -4.434  0.00
H -1.186 1.604 -4.709  0.00
H -0.972 4.036 -4.972  0.00
H -0.909 6.194 -3.211  0.00
H -1.107 5.184 -0.769  0.00
C 2.948 1.360 -2.047  0.00
C 2.763 2.283 -0.929  0.00
N 1.666 2.440 -0.214  0.00
C 1.876 3.435 0.781  0.00
C 3.172 3.938 0.783  0.00
S 4.116 3.235 -0.438  0.00
C 0.821 3.930 1.635  0.00
C 0.975 4.932 2.571  0.00
S -0.494 5.359 3.365  0.00
C -1.274 4.153 2.414  0.00
N -0.532 3.478 1.536  -0.01
C -2.697 3.864 2.686  0.00
H 2.176 0.591 -2.025  0.00
H 3.907 0.818 -1.961  0.00
H 2.952 1.890 -3.041  0.00
H 3.541 4.747 1.432  0.00
H 1.980 5.295 2.938  0.00
H -2.734 3.275 3.613  0.00
H -3.214 3.396 1.859  0.00
H -3.161 4.832 2.855  0.00

No. 4
The following is a quantum chemistry calculation of a structure of composition C3EuLi2O3 in a non-equilibrium geometry, from OMol25.

The charge is +2. The strongest force on any atom is 3.05 eV/A. The total energy is -28976.151 eV. Its spin multiplicity is 8.

Last column: natural (NBO) charge in e.
CARTESIAN COORDINATES (ANGSTROEM)
O 0.365 -2.361 -0.685  -0.76
C 0.031 -1.276 -1.165  0.86
O -0.501 -0.978 -2.235  -0.79
Li -2.333 -0.479 -2.015  0.98
Li 0.677 -2.048 1.238  0.97
C 0.178 -0.061 0.052  -0.66
C 0.296 1.013 0.643  0.42
O 0.253 2.063 1.327  -0.94
Eu 1.034 4.127 2.839  1.92

No. 5
The following is a quantum chemistry calculation of a cluster of 2 separate species, C6H6N4 in total in a non-equilibrium geometry, from OMol25.

The charge is 0. The strongest force on any atom is 4.83 eV/A. The total energy is -12269.569 eV. Its energy above the lowest of the compared OMol25 structures with the same formula, charge and spin is 235.0 kcal/mol. Its spin multiplicity is 1.

Last column: natural (NBO) charge in e.
CARTESIAN COORDINATES (ANGSTROEM)
C -0.209 -0.576 -1.442  -0.20
C -2.231 -0.046 0.362  -0.13
C 0.501 -1.110 -0.398  -0.09
C -1.414 -0.539 1.341  -0.16
C -0.976 0.380 -0.485  -0.01
C -0.184 -0.171 0.669  -0.06
N -0.421 1.707 -0.691  -0.10
N 0.392 1.902 0.230  -0.04
N 0.597 0.995 1.042  -0.11
N 2.559 -0.016 -0.321  -0.62
H -0.276 -0.895 -2.423  0.22
H -3.229 0.112 0.104  0.22
H 1.179 -1.948 -0.253  0.24
H -1.651 -0.815 2.374  0.23
H 2.572 0.892 -0.749  0.32
H 2.789 0.127 0.639  0.32

> Which of these has the highest strongest force on any atom?

C19H31FNO4

> Among the records above, which one has the highest strongest force on any atom?

C19H31FNO4

> Which value of strongest force on any atom does entry 4 give?

3.05 eV/A